48
Properties=species:S:1:pos:R:3 method="wB97M-V/def2-TZVPD" largest_force_ev_per_a=3.99 multiplicity=5 energy_ha=-2844.65692 total_charge=-2 orbital_gap_ev="6.14 / 7.04" relative_energy_ev=1.145
Cr 7.202 14.465 6.996
N 8.797 16.421 5.995
C 8.283 16.379 4.607
C 6.936 15.707 4.330
O 6.529 15.731 3.161
O 6.285 15.222 5.333
H 8.222 16.933 6.665
H 9.828 16.467 6.161
H 8.885 15.833 3.824
H 8.247 17.422 4.141
F 7.357 11.238 9.863
B 7.345 12.594 10.134
F 7.271 13.367 8.887
F 6.165 12.874 10.867
F 8.456 12.915 10.834
C 10.074 6.127 8.023
C 9.954 5.089 6.986
O 10.408 3.975 7.100
S 9.030 5.511 5.467
C 8.690 7.269 5.619
C 9.328 8.165 4.795
C 9.103 9.550 4.937
C 8.231 10.057 5.934
C 7.475 9.052 6.626
C 7.708 7.731 6.501
C 7.930 11.378 6.031
C 7.562 12.518 6.214
H 10.994 5.984 8.584
H 9.171 6.171 8.639
H 10.188 7.125 7.528
H 10.012 7.955 4.053
H 9.689 10.224 4.414
H 6.782 9.431 7.334
H 7.135 6.978 7.007
C 5.809 18.192 7.943
C 6.173 16.843 8.687
C 4.848 16.034 8.842
C 6.639 17.158 10.108
O 7.198 16.259 7.990
H 4.875 18.689 8.234
H 5.677 18.011 6.876
H 6.574 18.956 8.116
H 4.288 16.349 9.727
H 5.208 14.993 9.069
H 4.110 15.830 8.050
H 5.883 17.804 10.586
H 7.571 17.691 9.895
H 6.955 16.260 10.703